Molecular formula: C4H4N2O2
Method: DFT, wB97M-V/def2-TZVPD

Output
- Total energy: -414.58843 Ha
- Highest occupied orbital energy: -9.53 eV
- Kohn-Sham gap: 9.98 eV
- SMILES: c1cocnnco1
- LUMO: 0.0165 Eh

Cartesian coordinates (Å):
C -1.4060 -0.3182 -0.4318
C -1.2032 0.8442 0.3382
C 1.3153 0.9573 -0.5627
C 0.3635 -1.2902 0.4466
H -2.3298 -0.7906 -0.8048
H -1.9626 1.3762 0.8325
H 1.7605 1.6562 -1.2364
H -0.2205 -1.8430 1.4871
N 2.1377 -0.0823 -0.3351
N 1.4408 -0.7262 0.7316
O -0.1461 -1.1376 -0.7927
O 0.2506 1.3541 0.3277

These are the Mulliken partial charges, in e, on atoms 1 to 4:
1. C -0.273
2. C -0.126
3. C 0.053
4. C 0.125